Below is C5H6Br2F3N2O5PS in the gas phase in a non-equilibrium geometry, with properties calculated with ωB97M-V with the def2-TZVPD basis set.

Atoms and positions in Å:
C 2.596 -0.496 0.964
C 2.523 -0.701 -0.511
Br 3.975 -1.679 -1.183
C 1.549 -0.258 -1.308
Br 1.540 -0.546 -3.166
N 0.445 0.415 -0.686
C -0.680 -0.481 -0.455
O -0.955 -1.364 -1.168
O -1.274 -0.129 0.688
P -2.581 -1.011 1.332
N -1.895 -2.556 1.354
O -3.498 -1.137 0.010
S -0.024 1.869 -1.358
O -1.332 1.749 -1.903
O 1.040 2.430 -2.111
C -0.190 2.931 0.173
F 0.614 2.459 1.141
F -1.448 2.889 0.611
F 0.159 4.181 -0.116
H 1.769 0.108 1.322
H 3.513 0.042 1.193
H 2.591 -1.446 1.491
H -1.450 -2.714 2.249
H -2.573 -3.281 1.162
H -4.416 -1.270 0.276

Output
**M**: 453.95 g/mol
**Energy**: -6867.03643 Eh
**E_HOMO**: -9.3 eV
**SMILES**: C/C(Br)=C(/Br)N(C(=O)OP(N)O)S(=O)(=O)C(F)(F)F
**Kohn-Sham gap**: 9.7 eV



Below is C5H6BrClO in the gas phase in a non-equilibrium geometry, with properties calculated with ωB97M-V with the def2-TZVPD basis set.

Atoms and positions in Å:
C 1.515 -0.430 0.591
C 0.993 -0.392 -0.639
C 0.764 0.467 1.442
C -0.179 0.519 -0.625
C -1.571 -0.414 -0.807
O -0.192 1.089 0.651
Cl -1.848 -0.798 -2.516
Br -3.026 0.738 -0.203
H 2.411 -0.858 0.978
H 1.445 -0.922 -1.403
H 0.247 -0.169 2.238
H 1.295 1.182 1.960
H -0.150 1.351 -1.314
H -1.703 -1.364 -0.354

Output
**M**: 197.46 g/mol
**Energy**: -3303.50632 Eh
**E_HOMO**: -9.4 eV
**SMILES**: Cl[C@H](Br)[C@@H]1C=CCO1
**Kohn-Sham gap**: 10.2 eV
**Energy relative to the best compared isomer or geometry (same formula, charge and spin)**: 0.0 kJ/mol



Below is a gas-phase ion, C5H6BrF2N2O (charge +1) in a non-equilibrium geometry, with properties calculated with ωB97M-V with the def2-TZVPD basis set.

Atoms and positions in Å:
C 1.667 -0.393 0.619
C -0.758 0.719 -0.028
C -0.559 -0.703 -0.134
C 0.462 1.612 -0.033
C -1.707 -1.698 -0.250
N 0.757 -1.185 0.113
N 1.407 0.889 0.755
O 0.765 1.831 -1.415
F -1.293 -2.732 -1.176
F -2.037 -2.291 0.874
Br -2.392 1.463 0.267
H 2.610 -0.712 1.098
H 0.185 2.559 0.576
H -2.511 -1.244 -0.824
H 0.997 -2.182 0.043
H 2.089 1.451 1.136
H 0.317 2.618 -1.622

Output
**M**: 228.02 g/mol
**Energy**: -3152.33765 Eh
**Charge**: +1
**E_HOMO**: -13.6 eV
**SMILES**: O[C@@H]1[NH+]=CNC(C(F)F)=C1Br
**Kohn-Sham gap**: 9.1 eV
**Energy relative to the best compared isomer or geometry (same formula, charge and spin)**: 85.7 kJ/mol



Below is 2 unconnected molecules or ions with the total composition C5H6BrNS in a non-equilibrium geometry, with properties calculated with ωB97M-V with the def2-TZVPD basis set.

Atoms and positions in Å:
C -1.140 1.332 -0.586
C -0.068 1.295 -1.426
C 0.664 1.506 0.945
C 0.797 -1.696 -0.346
C 0.550 -1.994 0.938
N -0.653 1.535 0.738
S 1.422 1.461 -0.581
Br -1.100 -1.879 1.912
H -2.262 1.124 -0.724
H 0.035 1.058 -2.499
H -0.046 -1.314 -0.874
H -1.328 1.397 1.535
H 1.785 -1.500 -0.596
H 1.343 -2.326 1.563

Output
**M**: 192.08 g/mol
**Energy**: -3220.97203 Eh
**E_HOMO**: -8.7 eV
**Kohn-Sham gap**: 9.3 eV
**Energy relative to the best compared isomer or geometry (same formula, charge and spin)**: 253.3 kJ/mol



Below is a molecular structure, C5H6CaO4 in a non-equilibrium geometry, with properties calculated with ωB97M-V with the def2-TZVPD basis set.

Atoms and positions in Å:
O 2.871 1.193 -0.772
C 2.214 0.438 -0.014
O 2.748 -0.194 0.932
O 0.902 0.318 -0.246
C 0.105 -0.304 0.745
C -1.360 -0.273 0.299
Ca 4.816 0.715 0.361
H 0.229 0.200 1.712
H 0.377 -1.361 0.854
H -1.971 -0.747 1.087
H -1.494 -1.720 -1.305
C -1.765 1.205 0.031
C -1.723 -0.660 -1.137
O -2.059 2.281 0.039
H -2.798 -0.894 -0.682
H -1.091 -0.198 -1.904

Output
**M**: 170.18 g/mol
**Energy**: -1172.36173 Eh
**Charge**: +1
**E_HOMO (alpha / beta)**: -7.7 / -14.0 eV
**Kohn-Sham gap (alpha / beta)**: 2.5 / 8.7 eV
**2S+1**: 2
**<S²>**: 0.750
**Energy relative to the best compared isomer or geometry (same formula, charge and spin)**: 0.0 kJ/mol



Below is C5H6Cl2 in the gas phase in a non-equilibrium geometry, with properties calculated with ωB97M-V with the def2-TZVPD basis set.

Atoms and positions in Å:
C 1.855 0.151 -0.375
C 0.741 -0.639 -1.009
C -0.570 -0.785 -0.613
C -1.547 0.029 0.227
C -1.435 0.555 1.452
H 2.710 0.145 -1.144
H 1.052 -1.071 -2.061
H -1.346 -1.405 -1.065
H -2.668 0.168 -0.267
H -0.463 0.571 2.092
H -2.379 1.275 1.778
Cl 2.433 -0.773 1.049
Cl 1.618 1.780 -0.063

Output
**M**: 137.01 g/mol
**Energy**: -1114.38584 Eh
**E_HOMO**: -9.3 eV
**SMILES**: C=C/C=C\C(Cl)Cl
**Kohn-Sham gap**: 9.5 eV
**Energy relative to the best compared isomer or geometry (same formula, charge and spin)**: 199.2 kJ/mol



Below is a molecular structure, C5H6Cl2DyO3RuS in a non-equilibrium geometry, with properties calculated with ωB97M-V with the def2-TZVPD basis set.

Atoms and positions in Å:
Ru -4.538 -0.072 -3.224
Dy 0.389 0.634 0.932
Cl -2.319 -0.444 -3.467
Cl -1.237 -0.483 2.341
C 0.736 2.331 2.429
C -5.150 -0.357 -4.903
C -6.185 0.275 -2.534
O 1.505 2.902 3.083
O -5.544 -0.555 -5.995
O -7.270 0.479 -2.134
C 4.185 -0.715 0.289
S 2.945 0.411 1.072
C 2.351 -0.297 2.654
H 4.300 -0.486 -0.777
H 3.914 -1.776 0.371
H 5.174 -0.538 0.744
H 2.410 -1.395 2.660
H 3.018 0.113 3.447
H 1.315 -0.026 3.013

Output
**M**: 480.64 g/mol
**Energy**: -2716.40665 Eh
**Charge**: +4
**E_HOMO (alpha / beta)**: -22.1 / -22.6 eV
**Kohn-Sham gap (alpha / beta)**: 5.0 / 3.1 eV
**2S+1**: 11
**<S²>**: 30.054
**Energy relative to the best compared isomer or geometry (same formula, charge and spin)**: 107.4 kJ/mol



Below is a molecular structure, C5H6Cl2LuO4STl in a non-equilibrium geometry, with properties calculated with ωB97M-V with the def2-TZVPD basis set.

Atoms and positions in Å:
Tl -0.119 -0.358 -5.060
Lu -0.508 -0.931 0.552
Cl -1.191 1.891 -5.621
Cl 1.604 -1.987 0.702
C -1.100 -2.416 2.176
C -0.753 0.056 -7.879
C 0.278 -2.636 -7.227
O -1.256 -3.109 3.090
O -1.031 0.424 -8.924
O 0.468 -3.539 -7.906
C 0.801 0.145 4.271
S -0.641 0.923 3.522
C 0.075 2.532 3.307
O -0.539 0.481 1.988
H 0.943 0.494 5.305
H 1.699 0.385 3.685
H 0.644 -0.941 4.300
H 0.997 2.408 2.747
H -0.638 3.122 2.724
H 0.268 3.057 4.247

Output
**M**: 612.42 g/mol
**Energy**: -3219.86782 Eh
**Charge**: +4
**E_HOMO (alpha / beta)**: -22.6 / -22.6 eV
**Kohn-Sham gap (alpha / beta)**: 2.9 / 3.4 eV
**Energy relative to the best compared isomer or geometry (same formula, charge and spin)**: 170.6 kJ/mol